a.
C2H2N2O2 in the gas phase, computed with ωB97M-V/def2-TZVPD.

Summary:
**SMILES**: O=CN=C=NO
**E_HOMO**: -10.383 eV

CARTESIAN COORDINATES (ANGSTROEM)
O1 -2.205 -0.622 -0.283
O2 2.390 -0.262 0.073
N1 1.264 -1.214 -0.135
N2 -0.330 0.662 -0.162
C1 0.450 -0.275 -0.155
C2 -1.708 0.472 -0.193
H1 2.447 -0.213 1.040
H2 -2.268 1.408 -0.153



b.
2 unconnected molecules or ions with the total composition C2H2N2O2, computed with ωB97M-V/def2-TZVPD.

Summary:
**SMILES**: N=C=N.O=C=O
**E_HOMO**: -10.745 eV

CARTESIAN COORDINATES (ANGSTROEM)
O1 -2.488 -0.758 0.744
O2 -1.463 0.224 -1.106
N1 1.574 1.066 -0.664
N2 0.546 -0.340 1.048
C1 1.114 0.297 0.166
C2 -1.957 -0.266 -0.167
H1 1.589 0.764 -1.631
H2 1.086 -0.986 1.610



Most stable of them? b.



a.
C2H2N2O2 in the gas phase, computed with ωB97M-V/def2-TZVPD.

Summary:
**SMILES**: Oc1conn1
**E_HOMO**: -9.412 eV

CARTESIAN COORDINATES (ANGSTROEM)
O1 -1.393 1.238 0.055
O2 1.308 -1.077 -0.151
N1 1.885 0.199 0.036
N2 0.985 1.086 0.361
C1 0.161 -0.787 -0.186
C2 -0.270 0.483 0.099
H1 -0.532 -1.543 -0.648
H2 -2.144 0.402 0.433



b.
C2H2N2O2 in the gas phase, computed with ωB97M-V/def2-TZVPD.

Summary:
**SMILES**: Oc1nnco1
**E_HOMO**: -9.535 eV

CARTESIAN COORDINATES (ANGSTROEM)
O1 -0.055 -1.205 -1.477
O2 0.884 0.501 -0.425
N1 -0.404 0.320 1.368
N2 -0.723 -0.604 0.542
C1 0.385 1.170 0.803
C2 0.046 -0.581 -0.450
H1 -1.140 -1.664 -1.557
H2 1.008 2.064 1.197



Most stable of them? b.



a.
2 unconnected molecules or ions with the total composition C5H10NO2, computed with ωB97M-V/def2-TZVPD.

Summary:
**Charge**: -1
**E_HOMO**: -4.092 eV

CARTESIAN COORDINATES (ANGSTROEM)
O1 0.583 -3.685 0.563
O2 -1.075 0.274 1.087
N1 0.840 -0.793 0.433
C1 -0.182 0.084 0.221
C2 -0.221 0.802 -1.160
C3 -0.753 2.199 -0.982
C4 0.440 -2.657 1.198
C5 0.315 3.288 -1.101
H1 0.744 3.441 -2.080
H2 0.626 0.501 -1.709
H3 -1.591 2.398 -1.766
H4 1.173 -2.255 1.928
H5 -1.371 2.326 0.058
H6 -0.054 4.343 -0.751
H7 1.027 2.976 -0.449
H8 -1.079 0.171 -1.567
H9 -0.536 -2.402 1.519
H10 1.523 -0.955 -0.471



b.
A gas-phase ion, C5H10NO2 (charge -1), computed with ωB97M-V/def2-TZVPD.

Summary:
**Charge**: -1
**SMILES**: CC[C@H](C[O-])NC=O
**E_HOMO**: -2.781 eV

CARTESIAN COORDINATES (ANGSTROEM)
O1 -2.888 -2.260 0.979
O2 -1.470 1.275 1.664
N1 -0.984 -1.203 0.362
C1 1.094 -0.373 -0.547
C2 -2.295 -1.238 0.653
C3 -0.253 1.052 1.151
C4 1.767 0.732 -1.373
C5 -0.277 0.012 -0.022
H1 -0.801 0.514 -0.848
H2 -2.741 -0.243 0.519
H3 1.003 -1.305 -1.131
H4 2.852 0.584 -1.374
H5 1.384 0.815 -2.395
H6 0.523 0.670 1.877
H7 0.205 1.969 0.693
H8 1.588 1.684 -0.868
H9 -0.473 -2.078 0.376
H10 1.765 -0.609 0.282



c.
A gas-phase ion, C5H10NO2 (charge -1), computed with ωB97M-V/def2-TZVPD.

Summary:
**Charge**: -1
**SMILES**: CC(C)CNC(=O)[O-]
**E_HOMO**: -4.007 eV

CARTESIAN COORDINATES (ANGSTROEM)
O1 0.888 -3.799 -0.355
O2 -0.649 -2.670 -1.658
N1 0.842 -1.527 -0.478
C1 0.274 -2.822 -0.863
C2 -1.207 0.440 1.099
C3 0.258 -0.237 -0.835
C4 0.424 2.157 0.198
C5 0.164 0.673 0.442
H1 -2.001 0.468 0.384
H2 0.895 0.461 1.095
H3 -0.285 2.505 -0.628
H4 -0.733 -0.261 -1.207
H5 1.411 2.383 -0.160
H6 -1.389 -0.588 1.558
H7 0.815 0.469 -1.559
H8 -1.648 1.054 1.820
H9 1.737 -1.458 -0.003
H10 0.203 2.751 1.151



d.
A molecular structure, C5H10NO2, computed with ωB97M-V/def2-TZVPD.

Summary:
**Charge**: -1
**E_HOMO**: -3.485 eV

CARTESIAN COORDINATES (ANGSTROEM)
O1 0.695 -1.986 -1.231
O2 -2.973 1.736 1.834
N1 -1.808 0.786 0.022
C1 0.812 0.815 0.172
C2 -0.510 -0.784 -1.460
C3 -2.226 0.941 1.240
C4 -0.586 0.049 -0.177
C5 1.952 -0.119 0.497
H1 1.586 -0.946 1.115
H2 0.604 1.587 0.914
H3 0.731 -0.997 -1.641
H4 -1.284 -1.545 -1.612
H5 -0.791 -0.255 -2.340
H6 2.801 0.365 0.975
H7 -0.581 -0.532 0.743
H8 0.989 1.387 -0.777
H9 2.416 -0.699 -0.299
H10 -1.826 0.197 2.025



Most stable of them? c.



a.
A gas-phase ion, C5H10NO2 (charge -1), computed with ωB97M-V/def2-TZVPD.

Summary:
**Charge**: -1
**SMILES**: NC(=O)CCCC[O-]
**E_HOMO**: -2.542 eV

CARTESIAN COORDINATES (ANGSTROEM)
O1 -2.099 1.454 0.867
O2 1.595 -0.468 -2.573
N1 0.511 1.349 -1.551
C1 1.591 -0.093 -0.159
C2 0.470 -0.923 0.536
C3 -1.060 -0.719 0.248
C4 -1.710 0.300 1.345
C5 1.291 0.147 -1.572
H1 -0.934 0.545 2.047
H2 -2.463 -0.336 1.925
H3 1.677 0.855 0.390
H4 0.565 -0.627 1.545
H5 2.528 -0.663 -0.046
H6 -1.325 -0.381 -0.686
H7 -0.036 1.559 -0.677
H8 0.747 -1.933 0.328
H9 -1.480 -1.712 0.481
H10 0.130 1.646 -2.448



b.
A gas-phase ion, C5H10NO2 (charge -1), computed with ωB97M-V/def2-TZVPD.

Summary:
**Charge**: -1
**E_HOMO**: -3.774 eV

CARTESIAN COORDINATES (ANGSTROEM)
O1 -1.673 0.065 -0.391
O2 -1.297 1.150 1.652
N1 1.547 1.281 -0.769
C1 -0.795 -1.862 1.104
C2 -0.784 0.580 0.559
C3 0.143 -0.688 1.044
C4 0.285 1.569 -0.167
C5 1.157 0.474 -1.868
H1 0.579 -0.451 2.018
H2 0.986 -0.773 0.271
H3 1.981 0.312 -2.552
H4 0.479 2.266 0.664
H5 -1.507 -1.695 1.888
H6 -0.314 -2.846 1.218
H7 -0.376 2.043 -0.834
H8 0.237 0.859 -2.449
H9 -1.386 -1.748 0.151
H10 0.739 -0.536 -1.537



Most stable of them? a.



a.
2 unconnected molecules or ions with the total composition CH5N2O, computed with ωB97M-V/def2-TZVPD.

Summary:
**Charge**: -1
**E_HOMO**: -2.904 eV

CARTESIAN COORDINATES (ANGSTROEM)
O1 -2.468 0.411 1.210
N1 0.347 -0.237 0.510
N2 1.488 -1.096 -1.382
C1 0.599 -0.260 -0.772
H1 1.093 -0.435 1.154
H2 0.008 0.431 -1.403
H3 -0.434 0.402 0.767
H4 -2.692 1.136 1.808
H5 2.058 -0.352 -1.892



b.
2 unconnected molecules or ions with the total composition CH5N2O, computed with ωB97M-V/def2-TZVPD.

Summary:
**Charge**: -1
**E_HOMO**: -3.442 eV

CARTESIAN COORDINATES (ANGSTROEM)
O1 -2.032 0.238 0.871
N1 2.184 0.022 -0.466
N2 -0.089 -0.655 -0.584
C1 0.907 0.224 -0.355
H1 2.549 0.264 0.468
H2 -2.853 0.726 0.936
H3 0.456 1.164 0.142
H4 -1.009 -0.398 -0.032
H5 -0.112 -1.586 -0.978



Most stable of them? b.



a.
2 unconnected molecules or ions with the total composition C3H9O3, computed with ωB97M-V/def2-TZVPD.

Summary:
**Charge**: -1
**E_HOMO**: -2.374 eV

CARTESIAN COORDINATES (ANGSTROEM)
O1 3.510 0.022 2.056
O2 -2.069 -0.252 -2.440
O3 -1.014 0.953 1.172
C1 -0.601 -0.748 -0.541
C2 -0.207 -0.075 0.831
C3 -1.103 0.283 -1.516
H1 -1.494 1.137 -0.941
H2 0.359 -1.144 -0.897
H3 -1.361 -1.512 -0.367
H4 -0.270 -0.809 1.696
H5 2.609 0.267 1.821
H6 -2.791 0.363 -2.383
H7 -0.207 0.690 -2.013
H8 0.897 0.112 0.848
H9 3.740 0.713 2.673



b.
2 unconnected molecules or ions with the total composition C3H9O3, computed with ωB97M-V/def2-TZVPD.

Summary:
**Charge**: -1
**E_HOMO**: -3.110 eV

CARTESIAN COORDINATES (ANGSTROEM)
O1 0.028 0.228 -3.738
O2 0.727 0.292 3.046
O3 0.401 0.836 -1.080
C1 -0.467 -0.106 -0.625
C2 -0.697 -0.126 0.912
C3 0.651 -0.184 1.611
H1 -1.502 -0.199 -1.037
H2 0.023 -1.120 -0.821
H3 0.012 0.333 -2.739
H4 -0.012 0.908 3.063
H5 -1.288 0.701 1.312
H6 0.926 -0.040 -3.933
H7 1.194 -1.120 1.580
H8 1.256 0.614 1.203
H9 -1.252 -1.016 1.247



c.
2 unconnected molecules or ions with the total composition C3H9O3, computed with ωB97M-V/def2-TZVPD.

Summary:
**Charge**: -1
**E_HOMO**: -3.847 eV

CARTESIAN COORDINATES (ANGSTROEM)
O1 -2.860 0.398 0.877
O2 1.252 -0.896 0.229
O3 3.311 0.412 0.496
C1 -0.969 -0.160 -0.546
C2 0.538 -0.145 -0.685
C3 -1.411 0.376 0.783
H1 0.946 0.871 -0.786
H2 -0.899 -0.134 1.606
H3 -1.352 -1.172 -0.694
H4 2.267 -0.385 0.360
H5 -1.071 1.407 0.922
H6 4.026 -0.063 0.052
H7 -1.428 0.466 -1.311
H8 0.740 -0.573 -1.699
H9 -3.091 -0.402 0.397



Most stable of them? c.



a.
C6H6O4S in the gas phase, computed with ωB97M-V/def2-TZVPD.

Summary:
**SMILES**: O=C1C=CO[C@@]2(CO)S[C@@]12O
**E_HOMO**: -9.624 eV

CARTESIAN COORDINATES (ANGSTROEM)
S1 0.340 -0.432 -1.958
O1 -0.006 -1.923 0.321
O2 -0.484 1.632 -0.284
O3 -2.367 -0.542 0.966
O4 2.436 -1.020 0.917
C1 -0.675 0.205 -0.609
C2 0.795 1.953 0.042
C3 1.881 1.151 0.227
C4 -2.058 -0.354 -0.394
C5 1.673 -0.260 0.400
C6 0.434 -0.715 -0.214
H1 0.838 -2.367 0.339
H2 -1.809 -1.192 1.204
H3 -1.973 -1.246 -0.891
H4 2.783 1.719 0.635
H5 -2.777 0.301 -0.822
H6 0.970 3.089 0.121



b.
C6H6O4S in the gas phase, computed with ωB97M-V/def2-TZVPD.

Summary:
**SMILES**: O=S(=O)(O)Oc1ccccc1
**E_HOMO**: -9.524 eV

CARTESIAN COORDINATES (ANGSTROEM)
S1 -2.044 0.757 -1.438
O1 -3.019 1.788 -1.603
O2 -2.947 -0.518 -1.176
O3 -1.419 0.928 0.096
O4 -1.052 0.558 -2.468
C1 0.750 1.155 0.993
C2 -0.187 0.388 0.263
C3 0.030 -0.955 -0.030
C4 2.271 -0.686 0.793
C5 2.023 0.618 1.240
C6 1.252 -1.453 0.255
H1 0.503 2.161 1.214
H2 -0.622 -1.702 -0.498
H3 2.821 1.338 1.609
H4 1.503 -2.562 -0.008
H5 -3.123 -0.634 -0.182
H6 3.260 -1.180 0.940



Most stable of them? b.



a.
A molecular structure, C2H4INO2, computed with ωB97M-V/def2-TZVPD.

Summary:
**E_HOMO (alpha / beta)**: -8.356 / -8.695 eV

CARTESIAN COORDINATES (ANGSTROEM)
I1 3.444 1.147 -2.379
O1 -0.326 -0.393 1.844
O2 2.504 0.471 -0.017
N1 0.944 0.044 1.620
C1 1.336 0.364 0.398
C2 0.264 0.406 -0.665
H1 0.006 1.500 -0.790
H2 -0.443 -0.332 2.754
H3 -0.540 -0.468 -0.519
H4 0.623 0.179 -1.640



b.
2 unconnected molecules or ions with the total composition C2H4INO2, computed with ωB97M-V/def2-TZVPD.

Summary:
**E_HOMO (alpha / beta)**: -9.276 / -9.343 eV

CARTESIAN COORDINATES (ANGSTROEM)
I1 -1.227 -2.286 -0.552
O1 1.512 0.074 1.379
O2 1.597 -1.270 -0.264
N1 0.975 -0.708 0.614
C1 -0.392 1.391 -0.823
C2 -0.438 -0.813 0.649
H1 0.202 0.896 -1.603
H2 -1.490 1.398 -0.929
H3 0.129 2.052 -0.085
H4 -0.866 -0.735 1.613



Most stable of them? a.